ORCA calculation (ωB97M-V/def2-TZVPD) on a cluster of 2 separate species, C25H27ClN5O3 in total in a non-equilibrium geometry.

- Charge: +1

Last column: Löwdin charge in e.
CARTESIAN COORDINATES (ANGSTROEM)
O  2.552  -4.202  0.276  0.0341
O  2.179  -4.524  -4.703  0.0706
Cl  2.584  1.306  4.220  0.7067
N  0.080  4.350  0.881  0.1265
O  -1.963  2.292  0.528  -0.0620
C  2.365  -4.534  -0.884  -0.5376
C  1.317  -4.807  -3.883  -0.4851
C  0.589  -0.231  -1.903  0.0211
C  1.320  -1.388  -1.856  -0.1818
C  1.511  -0.382  0.110  -0.0103
C  1.030  5.280  1.051  -0.0938
C  -5.322  4.416  3.763  -0.0842
C  -4.825  5.439  2.951  -0.0750
C  -4.969  3.089  3.505  -0.0741
C  -3.974  5.133  1.882  -0.0362
C  -4.126  2.784  2.431  -0.0343
C  -0.849  1.042  2.158  -0.0142
C  2.089  5.092  1.933  -0.0349
C  0.209  0.789  3.032  -0.1160
C  -3.615  3.803  1.610  -0.1969
C  -0.925  2.241  1.438  -0.2300
C  2.178  3.908  2.657  -0.0108
C  1.235  1.720  3.185  -0.5993
C  0.098  3.216  1.608  -0.1652
C  1.176  2.943  2.494  -0.1830
N  0.712  0.381  -0.666  0.1420
N  0.748  -6.017  -3.827  0.0244
N  1.178  -4.251  -1.425  0.1004
N  1.885  -1.469  -0.590  0.1779
C  3.505  -5.106  -1.701  0.0390
C  -2.772  3.485  0.395  -0.1280
C  1.067  -7.116  -4.739  -0.0400
C  1.520  -2.372  -2.999  -0.0476
C  0.917  -3.789  -2.798  -0.1896
H  0.034  0.143  -2.757  0.1471
H  1.811  -0.158  1.131  0.1502
H  0.975  6.201  0.478  0.1158
H  -5.982  4.654  4.593  0.1043
H  -5.101  6.470  3.152  0.1051
H  -5.359  2.295  4.135  0.1038
H  -3.604  5.939  1.255  0.1123
H  -3.883  1.746  2.230  0.1052
H  -1.635  0.301  2.038  0.1280
H  2.839  5.869  2.044  0.1125
H  0.243  -0.139  3.599  0.1145
H  3.011  3.762  3.341  0.0970
H  0.261  1.253  -0.388  0.1511
H  0.064  -6.190  -3.108  0.1392
H  0.457  -4.061  -0.744  0.1558
H  2.443  -2.249  -0.232  0.1434
H  3.788  -4.423  -2.499  0.0853
H  4.365  -5.263  -1.051  0.0972
H  3.211  -6.065  -2.124  0.0904
H  -3.461  3.317  -0.439  0.1366
H  -2.178  4.355  0.115  0.1028
H  0.324  -7.911  -4.656  0.0909
H  2.053  -7.523  -4.504  0.0887
H  1.083  -6.754  -5.770  0.0931
H  1.105  -1.946  -3.915  0.1355
H  2.595  -2.464  -3.164  0.1252
H  -0.164  -3.681  -2.895  0.1559



ORCA calculation (ωB97M-V/def2-TZVPD) on a structure of composition C3H5NO2.

Last column: Löwdin charge in e.
CARTESIAN COORDINATES (ANGSTROEM)
N  -1.592  -0.221  0.575  0.0925
C  -0.664  0.259  -0.575  -0.4781
O  -1.013  1.103  -1.349  0.1116
C  0.577  -0.333  -0.139  -0.1259
C  1.854  0.244  -0.557  -0.2978
O  2.934  -0.294  -0.415  0.0137
H  -2.166  -1.035  0.360  0.1210
H  -2.177  0.538  0.919  0.1228
H  0.575  -1.421  -0.030  0.1234
H  -0.377  -0.314  1.011  0.1922
H  1.780  1.264  -0.992  0.1244



| no. | energy (Eh) | HOMO-LUMO gap (eV) |
| --- | --- | --- |
| 1 | -1928.37987 | 8.067 |
| 2 | -322.45057 | 9.410 |